DFT (ωB97M-V with the def2-TZVPD basis set) results for a structure of composition C82H184As2F12N8O2 at a distorted geometry.

XYZ file:
```
290
Properties=species:S:1:pos:R:3:lowdin_charge:R:1
C -5.26 -6.80 1.37 -0.06
C -5.36 -6.05 0.07 -0.14
N -5.60 -4.52 0.29 -0.18
C -6.85 -4.30 1.24 0.05
C -4.40 -3.90 1.01 -0.16
C -4.45 -2.33 1.23 -0.04
C -5.97 -3.95 -1.14 -0.04
C -7.48 -4.02 -1.57 -0.20
O -7.96 -5.35 -1.46 -0.21
C -9.34 -5.39 -1.91 -0.05
H -4.93 -7.82 1.20 0.10
H -6.11 -6.78 2.05 0.09
H -4.44 -6.38 1.96 0.05
H -6.17 -6.43 -0.55 0.12
H -4.48 -6.03 -0.57 0.12
H -7.71 -4.82 0.81 0.11
H -7.12 -3.25 1.20 0.09
H -6.56 -4.47 2.28 0.10
H -3.55 -4.13 0.37 0.08
H -4.23 -4.33 2.00 0.11
H -3.60 -2.03 1.85 0.06
H -5.43 -2.05 1.60 0.06
H -4.25 -1.87 0.26 0.05
H -5.42 -4.54 -1.88 0.13
H -5.66 -2.93 -1.34 0.11
H -7.47 -3.75 -2.62 0.13
H -8.10 -3.27 -1.07 0.13
H -9.93 -4.78 -1.23 0.09
H -9.89 -6.33 -1.84 0.10
H -9.41 -5.04 -2.94 0.10
C 4.08 -1.38 -7.02 -0.06
C 5.48 -1.14 -6.52 -0.19
N 6.42 -0.49 -7.54 -0.21
C 6.42 -1.37 -8.80 0.02
C 5.90 0.98 -7.99 -0.12
C 6.78 1.68 -9.03 -0.03
C 7.91 -0.45 -6.96 -0.04
C 8.09 0.55 -5.86 -0.21
O 7.51 0.17 -4.62 -0.21
C 7.71 1.18 -3.63 -0.07
H 3.50 -0.46 -7.02 0.08
H 3.59 -2.16 -6.44 0.07
H 4.09 -1.88 -7.99 0.09
H 5.98 -2.06 -6.20 0.13
H 5.44 -0.35 -5.77 0.10
H 6.44 -2.40 -8.47 0.12
H 7.31 -1.07 -9.36 0.10
H 5.61 -1.14 -9.49 0.11
H 5.80 1.55 -7.07 0.11
H 4.89 0.82 -8.37 0.12
H 6.25 2.44 -9.60 0.10
H 7.06 0.96 -9.81 0.08
H 7.65 2.09 -8.52 0.09
H 8.57 -0.17 -7.78 0.14
H 8.15 -1.42 -6.52 0.15
H 7.76 1.55 -6.16 0.12
H 9.17 0.57 -5.76 0.15
H 7.55 2.19 -4.01 0.08
H 8.61 0.98 -3.05 0.11
H 6.82 0.98 -3.03 0.07
C 2.62 0.32 -4.13 -0.09
C 1.71 0.77 -3.00 -0.23
C 1.28 -0.23 -1.91 -0.17
C 0.48 0.45 -0.82 -0.08
N -0.37 -0.60 0.00 -0.11
C -1.21 0.15 1.05 -0.06
C -0.19 0.41 2.18 -0.15
C 0.86 -0.66 2.19 -0.12
C 0.64 -1.46 0.89 -0.05
C -1.14 -1.60 -0.91 -0.15
C -2.09 -1.11 -1.89 -0.26
C -2.84 -2.13 -2.70 -0.04
H 3.44 -0.27 -3.70 0.05
H 3.06 1.16 -4.67 0.08
H 2.14 -0.41 -4.78 0.07
H 0.82 1.22 -3.45 0.10
H 2.10 1.73 -2.66 0.09
H 2.05 -0.82 -1.41 0.10
H 0.81 -1.01 -2.51 0.11
H -0.30 1.12 -1.19 0.12
H 1.10 1.11 -0.21 0.13
H -2.01 -0.55 1.30 0.12
H -1.70 1.03 0.64 0.11
H -0.58 0.60 3.18 0.11
H 0.22 1.36 1.86 0.09
H 0.70 -1.34 3.03 0.09
H 1.86 -0.24 2.11 0.12
H 0.11 -2.38 1.15 0.09
H 1.53 -1.75 0.34 0.12
H -1.78 -2.26 -0.32 0.10
H -0.45 -2.37 -1.28 0.12
H -1.50 -0.44 -2.51 0.09
H -2.71 -0.31 -1.47 0.11
H -3.34 -2.80 -1.99 0.06
H -2.29 -2.79 -3.37 0.06
H -3.56 -1.63 -3.35 0.09
C -1.43 6.46 10.12 -0.08
C -1.99 6.33 8.68 -0.24
C -1.21 5.38 7.81 -0.20
C -1.78 5.37 6.40 -0.09
N -1.23 4.29 5.41 -0.18
C -2.11 4.36 4.08 -0.04
C -3.35 3.38 4.22 -0.10
C -3.00 2.49 5.41 -0.15
C -1.56 2.82 5.80 -0.10
C 0.25 4.43 5.21 -0.12
C 0.64 5.89 4.79 -0.18
C 1.84 5.80 3.79 -0.08
H -1.49 7.44 10.58 0.09
H -0.35 6.32 10.19 0.07
H -1.81 5.68 10.78 0.08
H -1.93 7.35 8.28 0.12
H -3.04 6.04 8.77 0.12
H -1.22 4.37 8.22 0.12
H -0.20 5.79 7.79 0.12
H -1.69 6.36 5.96 0.13
H -2.83 5.09 6.47 0.13
H -1.40 4.07 3.30 0.10
H -2.33 5.40 3.88 0.13
H -3.50 2.79 3.32 0.10
H -4.27 3.94 4.40 0.13
H -3.11 1.41 5.40 0.12
H -3.56 2.87 6.26 0.12
H -1.00 2.17 5.13 0.11
H -1.29 2.62 6.84 0.13
H 0.44 3.72 4.41 0.11
H 0.77 4.06 6.10 0.14
H 0.92 6.49 5.66 0.11
H -0.17 6.56 4.50 0.11
H 2.63 5.14 4.15 0.08
H 2.31 6.77 3.64 0.09
H 1.46 5.37 2.86 0.03
C -0.11 4.45 0.39 -0.09
C -1.62 4.15 0.21 -0.22
C -2.11 4.23 -1.26 -0.16
C -3.66 4.06 -1.35 -0.07
N -4.34 4.31 -2.77 -0.17
C -4.47 5.82 -3.07 -0.08
C -5.58 5.98 -4.13 -0.13
C -6.59 4.91 -3.73 -0.12
C -5.87 3.85 -2.84 -0.04
C -3.48 3.65 -3.89 -0.10
C -3.21 2.14 -3.74 -0.22
C -2.22 1.65 -4.80 -0.10
H 0.38 4.10 1.30 0.05
H 0.12 5.50 0.26 0.05
H 0.52 3.89 -0.30 0.05
H -2.22 4.74 0.90 0.11
H -1.81 3.15 0.59 0.08
H -1.54 3.49 -1.82 0.09
H -1.74 5.16 -1.69 0.11
H -4.30 4.60 -0.65 0.13
H -3.88 3.03 -1.06 0.10
H -3.48 6.19 -3.34 0.13
H -4.80 6.12 -2.08 0.13
H -5.14 5.76 -5.10 0.11
H -5.99 6.99 -4.17 0.13
H -7.18 4.42 -4.51 0.13
H -7.38 5.39 -3.15 0.12
H -5.90 2.79 -3.08 0.12
H -6.28 3.84 -1.83 0.11
H -2.54 4.19 -3.96 0.12
H -4.02 3.96 -4.78 0.13
H -4.07 1.54 -4.04 0.12
H -2.97 1.82 -2.73 0.08
H -2.54 1.94 -5.80 0.09
H -2.17 0.57 -4.95 0.07
H -1.21 2.01 -4.61 0.06
C 0.28 8.47 -0.15 -0.09
C 1.78 8.30 -0.43 -0.23
C 2.24 6.87 -0.72 -0.20
C 3.76 6.73 -0.82 -0.05
N 4.27 5.33 -1.42 -0.14
C 5.78 5.25 -1.53 -0.10
C 5.98 4.19 -2.58 -0.20
C 4.82 4.10 -3.56 -0.12
C 3.84 5.13 -2.88 -0.07
C 3.88 4.09 -0.52 -0.07
C 4.02 4.22 1.05 -0.20
C 4.07 2.92 1.89 -0.07
H -0.13 9.47 -0.33 0.09
H -0.07 8.06 0.79 0.07
H -0.26 7.81 -0.83 0.05
H 2.37 8.72 0.38 0.12
H 2.00 8.97 -1.25 0.12
H 1.71 6.54 -1.61 0.12
H 2.10 6.22 0.15 0.08
H 4.18 6.65 0.19 0.12
H 4.21 7.54 -1.39 0.15
H 6.32 4.90 -0.65 0.14
H 6.36 6.09 -1.89 0.15
H 6.16 3.23 -2.10 0.10
H 6.86 4.49 -3.17 0.13
H 4.49 3.06 -3.56 0.09
H 4.90 4.21 -4.64 0.12
H 2.82 4.76 -2.93 0.12
H 3.77 6.11 -3.36 0.14
H 4.45 3.18 -0.72 0.12
H 2.86 3.78 -0.76 0.10
H 3.19 4.77 1.49 0.07
H 4.91 4.83 1.22 0.11
H 4.43 3.10 2.90 0.09
H 4.82 2.22 1.52 0.08
H 3.12 2.37 1.93 0.05
C 6.90 -2.41 -2.27 -0.05
C 5.47 -1.91 -2.66 -0.28
C 4.42 -2.90 -2.47 -0.21
C 4.43 -4.08 -3.44 -0.08
N 3.34 -5.15 -3.08 -0.16
C 3.54 -5.80 -1.67 -0.08
C 3.51 -7.32 -1.84 -0.13
C 4.16 -7.50 -3.21 -0.14
C 3.55 -6.35 -4.02 -0.09
C 1.86 -4.63 -3.13 -0.07
C 1.57 -3.86 -4.45 -0.20
C 0.01 -3.78 -4.60 -0.07
H 7.02 -2.55 -1.19 0.08
H 7.65 -1.68 -2.58 0.06
H 7.01 -3.39 -2.74 0.07
H 5.57 -1.60 -3.70 0.08
H 5.23 -1.02 -2.07 0.10
H 3.45 -2.40 -2.52 0.08
H 4.51 -3.26 -1.44 0.12
H 5.39 -4.61 -3.51 0.13
H 4.30 -3.82 -4.50 0.11
H 2.78 -5.46 -0.97 0.11
H 4.51 -5.42 -1.35 0.13
H 2.47 -7.62 -1.79 0.12
H 4.03 -7.82 -1.03 0.14
H 3.99 -8.46 -3.68 0.14
H 5.24 -7.51 -3.10 0.13
H 2.55 -6.65 -4.31 0.13
H 4.16 -6.13 -4.89 0.14
H 1.68 -4.06 -2.22 0.11
H 1.32 -5.58 -3.21 0.14
H 1.99 -4.25 -5.38 0.11
H 2.00 -2.86 -4.47 0.07
H -0.48 -4.64 -5.06 0.09
H -0.41 -2.91 -5.11 0.07
H -0.48 -3.76 -3.63 0.03
C 1.66 -7.42 9.03 -0.08
C 0.69 -6.20 9.11 -0.26
C -0.20 -6.00 7.89 -0.20
C -0.69 -4.53 7.87 -0.08
N -1.67 -4.14 6.68 -0.17
C -0.93 -4.29 5.33 -0.06
C -0.54 -2.88 5.01 -0.17
C -1.61 -1.97 5.54 -0.17
C -2.01 -2.65 6.86 -0.08
C -2.91 -5.06 6.71 -0.07
C -3.97 -4.62 5.66 -0.25
C -5.35 -4.90 6.11 -0.09
H 2.46 -7.30 8.30 0.07
H 1.04 -8.25 8.70 0.08
H 2.15 -7.59 9.99 0.09
H 1.31 -5.32 9.27 0.11
H 0.00 -6.35 9.95 0.12
H -0.87 -6.86 7.87 0.12
H 0.45 -6.14 7.03 0.11
H 0.21 -3.92 7.79 0.13
H -1.14 -4.15 8.79 0.14
H -1.71 -4.70 4.69 0.12
H -0.13 -5.04 5.33 0.14
H -0.36 -2.83 3.94 0.10
H 0.35 -2.60 5.58 0.13
H -2.45 -1.91 4.86 0.11
H -1.24 -0.95 5.65 0.11
H -3.04 -2.44 7.12 0.14
H -1.36 -2.20 7.61 0.13
H -3.25 -5.03 7.74 0.15
H -2.53 -6.06 6.53 0.13
H -3.76 -5.20 4.76 0.10
H -3.92 -3.58 5.34 0.10
H -6.07 -4.88 5.29 0.08
H -5.77 -4.31 6.92 0.10
H -5.29 -5.91 6.52 0.09
As -0.75 -5.49 0.45 0.93
F -0.29 -6.13 2.03 -0.26
F -0.02 -7.00 -0.28 -0.29
F -1.33 -5.02 -1.21 -0.29
F -1.37 -3.97 1.18 -0.29
F 0.82 -4.72 0.30 -0.27
F -2.37 -6.33 0.66 -0.27
As -6.36 1.21 0.85 0.95
F -7.15 2.03 -0.58 -0.29
F -7.75 1.69 1.93 -0.28
F -5.61 0.50 2.37 -0.32
F -4.89 0.79 -0.13 -0.33
F -5.65 2.81 1.20 -0.30
F -7.21 -0.30 0.43 -0.27
```

The HOMO energy is -18.5 eV. The calculation puts the frontier orbital gap at 8.260 eV. Its LUMO energy is -0.378 hartree. Its charge is +6.

---

DFT (ωB97M-V with the def2-TZVPD basis set) results for a cluster of 40 separate species, H80O40 in total at a distorted geometry.

XYZ file:
```
120
Properties=species:S:1:pos:R:3:lowdin_charge:R:1
H -0.68 4.37 -2.82 0.02
H -1.05 5.78 -2.38 0.11
O -0.78 4.88 -2.04 -0.04
H -3.89 2.55 2.34 0.05
H -5.24 3.07 2.84 0.02
O -4.70 3.13 2.06 -0.08
H 3.37 1.72 -2.05 0.05
H 4.44 0.47 -1.89 0.08
O 4.30 1.45 -1.64 -0.15
H 0.48 -4.37 -1.66 0.09
H 1.89 -4.48 -2.37 0.07
O 1.07 -3.95 -2.41 -0.10
H -0.82 3.62 2.09 0.03
H -1.78 3.37 1.06 0.02
O -1.31 2.87 1.72 -0.02
H 6.46 -0.26 2.03 0.01
O 5.92 -0.17 1.31 0.01
H 3.74 -2.27 -0.33 0.02
O 4.53 -2.66 0.12 -0.11
H 4.16 2.12 0.86 0.05
H 3.05 0.87 1.30 0.01
O 3.44 1.52 0.71 -0.05
H 3.03 -4.12 3.32 0.03
H 2.28 -3.42 2.20 0.00
O 2.53 -4.27 2.54 -0.03
H 0.69 2.39 4.89 -0.01
H 1.25 3.27 5.94 0.10
O 1.53 2.78 5.09 -0.07
H -1.94 1.83 6.33 0.07
H -2.95 0.90 5.52 0.01
O -2.23 1.50 5.46 -0.04
H 1.00 5.00 0.51 0.05
O 1.53 4.73 -0.27 -0.06
H -2.72 1.08 -1.47 0.03
H -3.72 2.22 -1.53 0.10
O -2.98 1.87 -0.88 -0.11
H 4.17 0.89 -4.12 0.02
H 3.63 -0.23 -4.95 -0.01
O 4.13 0.60 -5.05 -0.04
H 1.20 1.95 -0.44 -0.01
H 0.38 3.11 -1.18 0.01
O 0.76 2.24 -1.22 -0.01
H -2.11 -2.07 -4.94 0.02
H -2.40 -0.72 -4.63 0.03
O -2.03 -1.25 -5.40 -0.06
H -2.05 -3.47 4.01 0.03
H -2.67 -3.50 2.64 -0.06
O -1.87 -3.47 3.10 0.00
H -5.03 -2.72 -0.49 -0.01
H -4.98 -4.03 -1.34 0.07
O -5.20 -3.66 -0.46 -0.07
H -1.80 5.88 0.61 -0.04
O -1.85 6.54 1.30 -0.07
H -0.89 -2.41 -0.94 0.05
H 0.56 -2.43 -1.14 0.01
O -0.13 -1.85 -0.82 -0.05
H -4.75 -2.17 3.05 0.08
O -4.62 -1.77 2.16 -0.08
H 3.76 3.70 -0.53 -0.05
H 3.07 4.31 -1.77 0.05
O 3.92 4.16 -1.30 -0.03
H 0.65 -2.38 -3.09 -0.03
H 0.85 -1.43 -4.29 0.12
O 0.77 -1.47 -3.28 -0.09
H 0.65 -6.00 -0.36 0.00
H -0.62 -5.39 0.24 -0.01
O -0.32 -6.09 -0.34 -0.06
H 1.43 4.34 3.99 0.03
H 1.48 4.11 2.63 0.00
O 0.86 4.45 3.23 -0.03
H 1.91 1.84 -4.09 0.04
H 1.30 0.89 -2.96 0.03
O 2.10 1.30 -3.37 -0.05
H 2.99 -4.59 -0.90 0.08
H 2.38 -4.88 0.50 0.06
O 2.20 -5.04 -0.47 -0.11
H -2.21 -4.29 -0.68 0.04
H -3.00 -4.08 0.49 0.04
O -2.70 -3.53 -0.31 -0.08
H -1.80 2.13 -3.47 0.00
H -2.45 1.49 -4.54 0.11
O -2.45 2.51 -4.13 -0.14
H -2.68 1.01 3.31 -0.03
H -2.40 -0.35 2.59 0.03
O -3.04 0.32 2.80 -0.03
H -3.38 3.95 -0.93 0.08
H -2.49 4.90 -1.21 -0.02
O -2.88 4.67 -0.40 -0.08
H -4.94 -1.01 -0.92 0.01
O -4.85 -1.16 -1.84 -0.02
H -0.16 -3.26 1.76 0.00
H 0.44 -3.02 0.40 0.03
O 0.28 -3.73 1.09 -0.05
H -1.04 6.20 1.81 0.06
H 6.40 0.45 0.84 0.02
H -4.83 -0.80 2.23 0.07
H 4.61 -2.10 0.96 0.02
H 1.78 3.84 0.04 0.02
H -4.05 -0.85 -2.28 0.05
O 0.30 0.53 4.49 -0.11
H 0.01 0.98 3.68 0.00
H -0.17 -0.37 4.32 0.10
O 1.73 -0.74 0.30 -0.03
H 1.80 -0.86 -0.67 0.08
H 0.91 -0.29 0.32 -0.02
O 3.63 -1.14 2.09 -0.05
H 3.34 -1.09 2.96 0.04
H 3.05 -0.78 1.39 0.00
O -1.23 0.12 -2.91 -0.10
H -0.45 0.30 -3.51 0.05
H -0.77 -0.23 -2.13 0.02
O -0.11 0.51 1.78 -0.04
H -0.53 1.32 1.50 0.00
H -0.23 -0.05 0.98 0.04
O -4.10 -4.14 1.89 -0.08
H -4.44 -5.03 1.64 0.12
H -4.39 -3.43 1.36 -0.03
O 4.09 -2.42 -5.15 -0.06
H 3.76 -1.49 -4.89 0.02
H 3.84 -2.92 -4.36 0.03
```

The HOMO energy is -10.2 eV. The calculation puts the frontier orbital gap at 9.554 eV. Its LUMO energy is -0.025 hartree. The energy above the lowest of the compared OMol25 structures with the same formula, charge and spin comes out at 12.835 eV. Its charge is 0.